No. 1
Formula: C37H46Cl3GeO6ReSi
Source: the Open Molecules 2025 dataset
Level of theory: ωB97M-V with the def2-TZVPD basis set

Atoms and positions in Å:
Re  -0.36545  1.07724  1.01333
Cl  -1.23840  8.20447  0.57486
C  -1.36573  6.49406  0.57742
C  -0.32082  5.73742  1.10061
C  -0.48313  4.37419  1.07132
Cl  0.76004  3.29055  1.67342
C  -1.60214  3.73131  0.56390
O  -1.71280  2.37980  0.58967
C  -2.62916  4.51967  0.04983
Cl  -4.03903  3.76695  -0.58289
C  -2.50932  5.89764  0.05508
H  0.56582  6.20448  1.50423
H  -3.30388  6.50932  -0.34797
O  -0.21973  -0.12697  3.25278
H  0.06058  -1.01819  2.99217
H  0.42939  0.16163  3.91326
C  5.85476  0.84142  -0.25871
C  5.25667  1.06132  1.12247
C  5.25522  2.53590  1.49020
C  5.96844  0.22675  2.16889
O  3.86107  0.61545  1.13235
Si  2.76950  0.56761  -0.03618
O  1.32675  0.40869  0.85865
O  2.61074  1.97485  -0.80707
C  2.06755  2.34594  -2.09265
C  0.79781  1.54324  -2.35514
C  1.74825  3.83064  -1.99429
C  3.11677  2.07552  -3.15767
O  2.81035  -0.64092  -1.09140
C  2.72752  -2.09139  -1.00373
C  2.69287  -2.57822  -2.44197
C  1.44634  -2.47891  -0.27391
C  3.95198  -2.61982  -0.27517
H  6.90555  1.13010  -0.25897
H  5.34322  1.44744  -1.01048
H  5.79107  -0.20808  -0.54778
H  6.26980  2.93360  1.46182
H  4.85961  2.67762  2.49711
H  4.64428  3.10364  0.78592
H  7.01152  0.53300  2.24806
H  5.94215  -0.83065  1.90316
H  5.49717  0.35552  3.14356
H  0.09289  1.65782  -1.50411
H  1.01271  0.48270  -2.48629
H  0.29243  1.91379  -3.24714
H  0.83691  4.00170  -1.41272
H  1.59860  4.25861  -2.98543
H  2.57339  4.35656  -1.51471
H  3.38105  1.01726  -3.17187
H  4.01570  2.65860  -2.95574
H  2.74305  2.35083  -4.14416
H  1.76098  -2.28639  -2.92951
H  2.77593  -3.66458  -2.47811
H  3.52552  -2.15135  -3.00053
H  0.58235  -2.00082  -0.74289
H  1.48602  -2.17683  0.77640
H  1.30624  -3.55963  -0.31037
H  4.85973  -2.39981  -0.83747
H  3.87864  -3.70154  -0.16031
H  4.04011  -2.17354  0.71753
C  -1.36220  -0.27521  0.64497
Ge  -2.79091  -1.63044  0.49509
C  -3.80210  -1.09436  -1.09252
C  -4.86032  -1.92388  -1.51709
C  -5.72322  -1.51073  -2.50586
C  -5.51789  -0.27349  -3.11995
C  -4.45793  0.55345  -2.73494
C  -3.59963  0.13779  -1.74305
C  -3.94702  -1.49554  2.03387
C  -3.90650  -0.42149  2.92060
C  -4.81029  -0.35315  3.97104
C  -5.76477  -1.34656  4.13028
C  -5.81215  -2.41797  3.24834
C  -4.90620  -2.49380  2.20093
C  -2.13435  -3.41931  0.26253
C  -1.97290  -3.99345  -0.99813
C  -1.49864  -5.29160  -1.11825
C  -1.17733  -6.02023  0.01987
C  -1.32650  -5.45407  1.27873
C  -1.80898  -4.15921  1.40289
H  -4.99398  -2.89049  -1.04458
H  -6.55138  -2.13094  -2.81964
H  -6.17831  0.04506  -3.91535
H  -4.32964  1.50999  -3.22421
H  -2.77879  0.77578  -1.43213
H  -3.15865  0.35825  2.81186
H  -4.77155  0.47609  4.66536
H  -6.46839  -1.29213  4.95004
H  -6.55005  -3.19770  3.38046
H  -4.93071  -3.35418  1.54137
H  -2.20722  -3.43213  -1.89587
H  -1.37489  -5.73465  -2.09750
H  -0.81819  -7.03656  -0.07421
H  -1.07504  -6.02565  2.16251
H  -1.94884  -3.73470  2.39188

## Properties
Charge: +2
Total energy: -155479.40616 eV

Listed below, in e, are the Mulliken charges computed for each atom: -0.4661, -0.1428, 0.3589, -0.8929, 0.9415, -0.1807, -0.6506, -0.4241, 0.4787, -0.1245, -0.7187, 0.5357, 0.4985, -0.5178, 0.2946, 0.3172, -1.2290, 1.4621, -1.5273, -1.6521, -0.0718, -1.5110, 1.5791, -0.1659, 1.6592, -0.6903, -1.4535, -1.9058, 1.0291, 1.8840, -1.9007, -1.3812, -1.7561, 0.5911, 0.1443, 0.1752, 0.4745, 0.3456, 0.1414, 0.4308, 0.3516, 0.3445, -0.3321, 0.0097, 0.6498, 0.1227, 0.4542, 0.3386, 0.2013, 0.3945, 0.5435, 0.3816, 0.4402, 0.4432, 0.0469, 0.1597, 0.6817, 0.4081, 0.5055, 0.2587, 1.1714, 1.7311, 0.0322, -0.3476, -0.7642, -0.5248, -0.7088, -0.1695, 0.4636, -0.1117, -0.7417, -0.4991, -0.7179, -0.4631, 0.1718, -0.1290, -0.7314, -0.5090, -0.7861, -0.5251, 0.3374, 0.4271, 0.4067, 0.4709, 0.2396, 0.1234, 0.4294, 0.4045, 0.4241, 0.3328, 0.4371, 0.4445, 0.4283, 0.4416, 0.4290

***

No. 2
Formula: C37H46F7N7O21
Source: the Open Molecules 2025 dataset
Level of theory: ωB97M-V with the def2-TZVPD basis set

Atoms and positions in Å:
C  2.76834  0.40471  4.42795
C  2.39152  -1.08197  4.49135
C  1.46717  -1.52639  3.30633
N  0.72309  -0.34375  2.78004
C  -0.23725  -0.72504  1.80977
C  0.16783  -1.52838  0.71028
C  -0.71646  -1.89795  -0.25039
C  -0.21758  -2.71428  -1.42799
C  0.28308  -1.73555  -2.53852
C  1.80314  -1.74179  -2.75678
C  2.56760  -0.68071  -1.96856
N  2.09464  0.69385  -2.23400
C  1.47257  1.35672  -1.10333
N  1.96904  1.50843  0.04613
N  0.17971  1.93649  -1.35050
C  -2.07823  -1.51016  -0.18015
N  -2.92523  -1.88759  -1.17596
C  -4.15079  -1.46369  -1.00150
C  -4.56814  -0.66185  0.07473
N  -3.76414  -0.25732  1.02103
C  -2.48410  -0.70799  0.90472
C  -1.54119  -0.31667  1.88593
N  -1.98707  0.52538  2.93845
H  1.90566  0.98386  4.76547
H  3.59725  0.63371  5.09595
H  3.01550  0.72145  3.41919
H  3.30148  -1.68449  4.44795
H  1.84155  -1.32493  5.40599
H  2.07496  -1.97910  2.52856
H  0.70697  -2.20690  3.70213
H  0.17401  -0.04236  3.57909
H  1.19231  -1.86011  0.62738
H  0.59553  -3.35700  -1.08429
H  -1.00011  -3.36317  -1.81485
H  -0.00202  -0.72041  -2.25779
H  -0.26558  -2.01002  -3.44120
H  1.99550  -1.56488  -3.81295
H  2.23817  -2.71323  -2.50228
H  3.60740  -0.73844  -2.30500
H  2.61318  -0.89658  -0.89619
H  2.89126  1.26647  -2.48724
H  2.89269  1.06881  0.06564
H  -0.50831  1.20371  -1.49774
H  0.27516  2.43060  -2.23496
H  -4.88818  -1.73402  -1.75264
H  -5.60198  -0.33425  0.11752
H  -2.69203  1.15808  2.57543
H  -1.22661  1.13638  3.21780
C  2.51000  -1.49019  -8.66705
C  1.38385  -0.92450  -7.83991
O  1.73257  -1.32017  -6.52782
C  3.09153  -1.40777  -6.49182
O  3.73143  -1.45784  -5.49618
O  3.60723  -1.42419  -7.74549
F  0.19172  -1.48990  -8.16645
H  2.32758  -2.52752  -8.94985
H  2.71451  -0.90848  -9.56187
H  1.29478  0.16022  -7.87912
C  -1.83342  0.34825  -4.44785
C  -2.50760  0.86500  -5.69358
O  -1.54457  1.76512  -6.20921
C  -0.32390  1.30846  -5.80290
O  0.70896  1.66235  -6.26622
O  -0.45217  0.39566  -4.81312
F  -3.64399  1.54675  -5.40655
H  -2.00626  0.99664  -3.58657
H  -2.13538  -0.66490  -4.19234
H  -2.72707  0.10040  -6.44150
C  4.51028  4.37708  3.77398
C  5.71666  4.73048  2.94338
O  6.54902  3.59632  3.11450
C  5.72135  2.53184  3.34538
O  6.05585  1.39702  3.27382
O  4.47314  2.95102  3.65277
F  6.35853  5.82634  3.42268
H  4.63177  4.64776  4.82188
H  3.59257  4.82133  3.40105
H  5.51101  4.87294  1.88073
C  -0.36046  2.90876  7.08146
C  -1.02113  3.58414  5.90527
O  -0.08770  4.59523  5.56513
C  1.13632  4.13158  5.92921
O  2.16731  4.58461  5.55675
O  1.02654  3.07215  6.76764
F  -2.18885  4.15833  6.28240
H  -0.58685  3.41153  8.02295
H  -0.61862  1.85605  7.16936
H  -1.18616  2.94136  5.04571
C  -2.66769  -4.61566  -8.14518
C  -3.36348  -4.09858  -9.38102
O  -2.41443  -3.19308  -9.91061
C  -1.18152  -3.64007  -9.52607
O  -0.15905  -3.27944  -9.99415
O  -1.29329  -4.55777  -8.53166
F  -4.49839  -3.42303  -9.07327
H  -2.83225  -3.96584  -7.28416
H  -2.95767  -5.63080  -7.88605
H  -3.59096  -4.86295  -10.12621
C  0.24912  -4.93638  8.24536
C  0.41379  -4.78054  6.75403
O  0.46246  -3.37363  6.59314
C  0.98402  -2.86675  7.75321
O  1.41068  -1.77080  7.87994
O  0.95165  -3.79615  8.74138
F  -0.65747  -5.26554  6.08019
H  -0.79817  -4.88135  8.54623
H  0.68232  -5.85714  8.62786
H  1.32532  -5.22389  6.34915
C  -5.53744  5.16995  2.48046
C  -5.50495  3.68460  2.20787
O  -4.12557  3.39027  2.31290
C  -3.58940  4.29544  3.18048
O  -2.52863  4.17597  3.69237
O  -4.43483  5.33294  3.37857
F  -5.92914  3.39373  0.95364
H  -5.35979  5.75319  1.57585
H  -6.46597  5.49829  2.94030
H  -6.06090  3.07809  2.92484

## Properties
Charge: 0
Structure (SMILES): [H]/N=C(/N)NCCCCc1cc(NCCC)c(N)c2nccnc12.O=C1OC[C@@H](F)O1.O=C1OC[C@@H](F)O1.O=C1OC[C@@H](F)O1.O=C1OC[C@@H](F)O1.O=C1OC[C@@H](F)O1.O=C1OC[C@@H](F)O1.O=C1OC[C@@H](F)O1
Total energy: -111566.10548 eV

Atomic partial charges in e from the Mulliken method, atoms 1 to 99: -0.7155, -0.2582, -0.9243, 0.0491, 0.2718, 0.3847, -0.3199, -1.9485, 1.2319, -0.2236, -0.5472, -0.2144, -0.1022, -0.4261, -0.4943, 0.6621, -0.5022, -0.4229, -0.3697, -0.6148, 0.8299, -0.3157, -0.5879, 0.0200, 0.4186, 0.1611, 0.4538, -0.0770, 0.3894, 0.4457, 0.3325, 0.1175, 0.5497, 0.4706, -0.8313, 0.4714, -0.7466, 0.5214, 0.5086, 0.0934, 0.3015, 0.3290, 0.1330, 0.4313, 0.4293, 0.4248, 0.1748, 0.1399, -0.4298, 0.1652, -0.0963, 0.5172, -0.5006, -0.3873, -0.2188, 0.2569, 0.3036, 0.2917, -0.4890, 0.3234, -0.3739, 0.4078, -0.5468, 0.1169, -0.3134, 0.2569, 0.3179, 0.2952, -0.5113, 0.3591, -0.3630, 0.5545, -0.5026, -0.1044, -0.2993, 0.2965, 0.2876, 0.2759, -0.3460, 0.7538, -0.2803, 0.5694, -0.5306, -0.3246, -0.3126, 0.2804, 0.3123, -0.0834, -0.3471, 0.2825, -0.2970, 0.7055, -0.4893, -0.3137, -0.2879, 0.2316, 0.2725, 0.2823, -0.4568

***

Quick rundown of frontier orbital gap, same order as above: 4.304 7.439 eV